No. 1
This record from the OMol25 dataset describes a molecular structure, C33H42IrN8SSe at a distorted geometry. The level of theory is wB97M-V/def2-TZVPD.

M in g/mol: 854.00
Total charge: +1
Kohn-Sham gap (spin up / spin down) in eV: 5.91 / 5.91
Electronic energy in eV: -125837.2275
HOMO level (spin up / spin down) in eV: -9.007 / -9.007

Atoms and positions in Å:
Ir: 0.913 -0.137 -0.498
C: 0.376 -4.106 -0.217
C: 0.070 -2.989 0.795
C: 1.294 -2.533 1.594
N: 2.021 -1.480 0.917
C: 3.342 -1.406 0.880
C: 4.168 -2.458 1.350
C: 5.523 -2.573 1.566
C: 6.534 -1.640 1.391
C: 6.383 -0.383 0.828
C: 5.255 0.207 0.303
C: 3.885 -0.160 0.275
N: 2.986 0.632 -0.267
C: 3.298 1.882 -0.914
C: 2.073 2.800 -1.015
C: 1.143 2.528 -2.201
N: 0.681 1.167 -2.231
C: 0.198 0.620 -3.330
C: -0.112 1.385 -4.475
C: -0.583 1.017 -5.723
C: -1.077 -0.202 -6.149
C: -1.222 -1.360 -5.385
C: -0.707 -1.636 -4.145
C: 0.090 -0.852 -3.270
N: 0.797 -1.410 -2.308
C: 1.078 -2.825 -2.315
C: 0.024 -3.740 -1.658
H: -0.186 -5.000 0.060
H: 1.434 -4.375 -0.186
H: -0.704 -3.339 1.481
H: -0.331 -2.115 0.262
H: 1.893 -3.417 1.829
H: 0.957 -2.121 2.553
H: 3.634 -3.364 1.604
H: 5.832 -3.532 1.963
H: 7.529 -1.922 1.710
H: 7.283 0.216 0.760
H: 5.455 1.171 -0.142
H: 3.698 1.681 -1.918
H: 4.059 2.438 -0.350
H: 2.423 3.829 -1.114
H: 1.505 2.727 -0.090
H: 1.686 2.767 -3.126
H: 0.291 3.218 -2.108
H: 0.074 2.446 -4.370
H: -0.624 1.819 -6.451
H: -1.428 -0.260 -7.171
H: -1.781 -2.165 -5.849
H: -0.924 -2.624 -3.764
H: 2.031 -2.949 -1.792
H: 1.237 -3.145 -3.352
H: -0.037 -4.659 -2.246
H: -0.959 -3.262 -1.671
C: -4.857 1.206 -2.045
N: -4.413 1.247 -0.680
C: -3.316 0.630 -0.192
Se: -2.217 -0.500 -1.088
N: -3.224 0.895 1.131
C: -4.269 1.702 1.508
C: -4.647 2.225 2.732
C: -5.808 2.978 2.764
C: -6.565 3.200 1.617
C: -6.203 2.667 0.391
C: -5.040 1.914 0.351
H: -4.069 0.757 -2.648
H: -5.058 2.213 -2.412
H: -5.762 0.604 -2.140
H: -2.369 0.723 1.645
H: -4.071 2.053 3.627
H: -6.138 3.398 3.702
H: -7.461 3.800 1.682
H: -6.804 2.828 -0.491
C: -0.654 -0.753 4.778
N: -0.498 -0.183 3.458
C: -0.020 1.006 3.067
S: -0.174 1.432 1.427
N: 0.497 1.956 3.852
C: 0.669 2.043 5.285
H: -1.466 -1.478 4.743
H: -0.930 0.021 5.490
H: 0.254 -1.262 5.121
H: -0.721 -0.797 2.685
H: 0.676 2.813 3.347
H: 0.949 1.083 5.709
H: -0.239 2.412 5.771
H: 1.469 2.751 5.492

=====

No. 2
This record from the OMol25 dataset describes 8 unconnected molecules or ions with the total composition C33H42O3 at a distorted geometry. The level of theory is wB97M-V/def2-TZVPD.

M in g/mol: 486.70
Total charge: 0
SMILES: c1ccccc1.c1ccccc1.c1ccccc1.c1ccccc1.c1ccccc1.CO.CO.CO
Kohn-Sham gap in eV: 9.75
Electronic energy in eV: -41041.7937
HOMO level in eV: -9.127

Atoms and positions in Å:
C: -1.721 -5.217 2.592
C: -0.968 -6.257 3.110
C: -0.586 -6.221 4.458
C: -1.000 -5.169 5.295
C: -1.876 -4.222 4.804
C: -2.230 -4.216 3.459
H: -1.940 -5.160 1.535
H: -0.523 -6.993 2.457
H: -0.029 -7.064 4.838
H: -0.707 -5.095 6.332
H: -2.176 -3.468 5.516
H: -2.846 -3.464 2.990
C: -0.789 6.571 -3.350
C: 0.577 6.668 -3.133
C: 1.242 5.523 -2.779
C: 0.585 4.283 -2.728
C: -0.749 4.164 -3.119
C: -1.455 5.316 -3.421
H: -1.317 7.478 -3.605
H: 1.142 7.588 -3.168
H: 2.303 5.533 -2.581
H: 1.183 3.461 -2.362
H: -1.236 3.201 -3.173
H: -2.505 5.358 -3.669
C: -3.109 0.590 1.178
C: -3.088 1.958 1.090
C: -4.025 2.558 0.265
C: -5.046 1.836 -0.297
C: -5.118 0.403 -0.122
C: -4.134 -0.226 0.645
H: -2.283 0.221 1.768
H: -2.323 2.512 1.614
H: -3.905 3.611 0.056
H: -5.777 2.275 -0.960
H: -5.982 -0.119 -0.507
H: -4.073 -1.290 0.820
C: 4.797 0.780 -3.181
C: 4.560 0.485 -1.863
C: 4.327 1.556 -1.024
C: 4.281 2.901 -1.544
C: 4.447 3.140 -2.893
C: 4.717 2.046 -3.734
H: 4.867 -0.096 -3.809
H: 4.582 -0.537 -1.514
H: 4.098 1.372 0.015
H: 3.910 3.646 -0.856
H: 4.263 4.147 -3.238
H: 4.784 2.204 -4.800
C: -0.443 -0.182 -1.272
C: 0.757 -0.505 -0.667
C: 0.951 -1.665 0.045
C: -0.045 -2.622 0.155
C: -1.262 -2.307 -0.401
C: -1.500 -1.107 -1.067
H: -0.517 0.666 -1.937
H: 1.624 0.111 -0.855
H: 1.953 -1.895 0.376
H: 0.008 -3.561 0.685
H: -2.112 -2.974 -0.408
H: -2.453 -0.899 -1.531
C: 0.916 -6.175 -1.052
O: 0.724 -7.567 -0.921
H: 1.386 -5.869 -1.986
H: -0.011 -5.605 -0.984
H: 1.531 -5.689 -0.294
H: 1.519 -8.013 -1.224
C: 1.105 -0.450 3.368
O: 1.387 0.179 4.585
H: 1.833 -0.200 2.596
H: 0.879 -1.515 3.325
H: 0.235 0.096 3.003
H: 2.173 -0.078 5.073
C: 0.409 3.592 0.639
O: 0.831 2.296 1.036
H: -0.217 3.440 -0.240
H: -0.185 4.029 1.443
H: 1.229 4.230 0.310
H: 0.145 1.668 0.797

=====

No. 3
This record from the OMol25 dataset describes a molecular structure, C33H43As3FeIN3O. The level of theory is wB97M-V/def2-TZVPD.

Energy relative to the best compared isomer or geometry (same formula, charge and spin) in kJ/mol: 5.8
M in g/mol: 905.24
Total charge: +1
Kohn-Sham gap (spin up / spin down) in eV: 7.62 / 7.51
Electronic energy in eV: -266435.0133
HOMO level (spin up / spin down) in eV: -10.525 / -10.570
Spin multiplicity: 2

Atoms and positions in Å:
Fe: 0.086 0.417 0.268
O: 3.359 1.624 -1.651
C: 2.525 1.152 -0.894
N: 1.236 0.892 -1.136
C: 0.617 1.264 -2.384
C: -0.732 1.843 -2.051
C: -1.423 2.710 -2.885
C: -2.640 3.216 -2.469
C: -3.139 2.839 -1.227
C: -2.400 1.975 -0.453
N: -1.224 1.478 -0.857
C: 2.870 0.741 0.515
C: 4.149 0.876 1.014
C: 4.403 0.465 2.311
C: 3.363 -0.068 3.060
C: 2.106 -0.163 2.493
N: 1.860 0.227 1.239
H: 1.237 1.959 -2.952
H: 0.456 0.379 -3.018
H: -0.990 2.994 -3.834
H: -3.188 3.907 -3.095
H: -4.080 3.220 -0.857
H: -2.736 1.668 0.529
H: 4.905 1.299 0.366
H: 5.393 0.559 2.736
H: 3.511 -0.399 4.078
H: 1.269 -0.555 3.055
I: -1.511 -0.586 2.119
C: -1.149 1.100 3.308
C: -1.648 1.152 4.573
C: -1.447 2.327 5.330
C: -0.786 3.383 4.779
C: -0.273 3.331 3.458
C: 0.394 4.444 2.895
C: 0.865 4.381 1.620
C: 0.719 3.199 0.857
C: 0.106 2.082 1.358
C: -0.433 2.150 2.680
H: -2.195 0.320 4.994
H: -1.835 2.381 6.339
H: -0.641 4.293 5.347
H: 0.511 5.340 3.492
H: 1.366 5.232 1.177
H: 1.119 3.202 -0.149
C: -3.647 -0.548 -2.610
As: -2.510 -1.538 -1.358
C: -3.991 -2.482 -0.475
C: -1.903 -2.865 -2.670
C: -0.976 -3.995 -2.202
C: -0.809 -4.930 -3.412
C: 0.436 -3.490 -1.863
As: 0.912 -2.161 -0.465
C: 1.143 -3.321 1.088
C: 2.782 -2.097 -1.013
C: -1.618 -4.749 -1.022
As: -1.263 -6.691 -0.801
C: 0.416 -6.685 0.215
C: -2.440 -6.864 0.757
H: -4.265 -1.239 -3.184
H: -3.035 0.036 -3.297
H: -4.294 0.131 -2.056
H: -4.562 -3.074 -1.191
H: -4.649 -1.729 -0.038
H: -3.631 -3.130 0.322
H: -1.395 -2.285 -3.449
H: -2.795 -3.297 -3.133
H: -0.487 -4.364 -4.289
H: -1.752 -5.424 -3.652
H: -0.068 -5.709 -3.223
H: 0.876 -3.058 -2.769
H: 1.059 -4.351 -1.604
H: 1.636 -4.245 0.791
H: 0.187 -3.554 1.554
H: 1.769 -2.805 1.816
H: 3.112 -3.109 -1.247
H: 3.404 -1.704 -0.211
H: 2.899 -1.467 -1.894
H: -2.703 -4.749 -1.165
H: -1.431 -4.230 -0.075
H: 1.250 -6.372 -0.413
H: 0.609 -7.708 0.536
H: 0.352 -6.047 1.095
H: -3.481 -6.803 0.441
H: -2.238 -6.085 1.494
H: -2.280 -7.838 1.218

=====

No. 4
This record from the OMol25 dataset describes a molecular structure, C33H43Cl2IrN2OP3 at a distorted geometry. The level of theory is wB97M-V/def2-TZVPD.

M in g/mol: 839.77
Total charge: +2
Kohn-Sham gap (spin up / spin down) in eV: 2.58 / 3.63
Electronic energy in eV: -95675.9363
HOMO level (spin up / spin down) in eV: -7.932 / -12.795
Spin multiplicity: 6

Atoms and positions in Å:
P: 3.313 0.121 -1.878
C: 2.740 -0.198 -3.525
C: 3.136 0.704 -4.553
H: 3.336 1.743 -4.304
C: 3.285 0.215 -5.845
H: 3.739 0.839 -6.610
C: 2.853 -1.076 -6.162
H: 2.991 -1.470 -7.169
C: 2.217 -1.867 -5.194
H: 1.792 -2.837 -5.463
C: 2.148 -1.441 -3.870
H: 1.676 -2.037 -3.083
C: 2.673 1.590 -1.128
C: 1.679 2.349 -1.789
H: 1.139 1.899 -2.620
C: 1.399 3.647 -1.365
H: 0.632 4.226 -1.881
C: 2.107 4.214 -0.296
H: 1.943 5.258 -0.028
C: 3.001 3.423 0.435
H: 3.496 3.847 1.309
C: 3.253 2.104 0.060
H: 3.895 1.464 0.664
C: 3.829 -1.220 -0.836
C: 5.208 -1.558 -0.890
H: 5.802 -1.146 -1.713
C: 5.753 -2.360 0.104
H: 6.832 -2.544 0.127
C: 4.919 -2.929 1.073
H: 5.348 -3.564 1.857
C: 3.532 -2.705 1.050
H: 2.881 -3.193 1.780
C: 2.972 -1.844 0.103
H: 1.898 -1.669 0.035
Ir: -3.113 -0.931 0.070
C: -2.730 0.272 1.661
C: -1.560 0.887 1.895
H: -3.581 0.401 2.359
C: -0.286 0.646 1.070
O: 0.712 0.095 1.973
H: 1.426 -0.263 1.427
C: -0.437 -0.228 -0.062
H: 0.074 1.632 0.711
C: -1.398 -0.923 -0.563
Cl: -5.341 -1.281 0.784
Cl: -3.538 -2.398 -1.777
P: -3.599 0.703 -1.451
C: -5.131 0.318 -2.359
H: -5.946 0.219 -1.636
H: -4.997 -0.643 -2.871
H: -5.343 1.110 -3.089
C: -3.816 2.318 -0.639
H: -2.843 2.666 -0.268
H: -4.500 2.197 0.209
H: -4.221 3.052 -1.347
C: -2.385 1.105 -2.768
H: -1.966 0.185 -3.191
H: -1.567 1.713 -2.356
H: -2.882 1.673 -3.568
P: -1.393 2.022 3.298
C: -3.043 2.349 3.911
C: -0.614 3.568 2.808
H: -3.549 1.402 4.127
H: -3.612 2.901 3.152
H: -2.971 2.944 4.834
H: 0.375 3.382 2.366
H: -0.502 4.197 3.706
H: -1.245 4.088 2.075
C: -0.402 1.309 4.615
H: -0.964 0.502 5.103
H: -0.167 2.093 5.352
H: 0.519 0.898 4.183
H: -1.252 -1.601 -1.398
C: -0.832 -4.169 3.893
N: -1.469 -3.836 2.628
C: -2.071 -4.732 1.756
C: -2.683 -3.990 0.775
N: -2.462 -2.656 1.067
C: -1.671 -2.584 2.136
H: -1.355 -3.679 4.729
H: -0.887 -5.254 4.024
H: 0.223 -3.851 3.903
H: -2.006 -5.796 1.892
H: -3.201 -4.331 -0.103
H: -1.215 -1.680 2.560